Density functional theory data (wB97M-V/def2-TZVPD) for C46H38N7O2P2SV as an isolated structure.

```
97
Properties=species:S:1:pos:R:3:forces:R:3:mulliken_charge:R:1
V 0.80459 -0.35026 -0.55731 -0.3 0.3 0.4 -0.98
O 2.33888 0.67927 1.33417 -0.5 -0.1 -0.1 -0.69
S 0.83720 0.83820 1.44327 0.2 0.0 -0.3 2.08
C 0.54318 2.52472 1.94769 0.3 0.0 0.2 -0.18
C 1.55583 3.10428 2.70032 -0.1 0.1 0.0 -0.56
C 1.43562 4.43072 3.08854 0.0 -0.1 0.0 -0.99
C 0.31661 5.15408 2.70578 0.0 -0.1 0.0 -0.98
C -0.67035 4.56600 1.92490 0.0 0.1 0.0 -0.83
C -0.57720 3.23775 1.51508 0.0 0.1 0.0 0.33
P -1.90290 2.40038 0.54700 0.1 -0.2 0.0 0.64
C -3.15590 3.71198 0.43935 -0.1 0.1 0.1 0.02
C -3.13675 4.76324 -0.47543 0.0 0.0 0.0 -0.02
C -4.12726 5.73180 -0.45165 0.0 0.0 0.0 -0.77
C -5.14631 5.66291 0.49068 0.0 0.0 0.0 -0.50
C -5.17715 4.61957 1.40338 0.0 0.0 0.0 -0.77
C -4.19035 3.64400 1.37104 0.0 0.0 0.0 -0.09
C -1.22134 2.32455 -1.16845 0.1 0.1 0.0 -0.31
C -2.04045 1.76303 -2.06106 0.0 -0.2 -0.2 -0.28
C -1.69182 1.28025 -3.40106 -0.1 0.1 0.1 -0.85
C -0.46511 1.21028 -3.91200 0.1 0.0 -0.1 -1.34
C 0.78231 1.73836 -3.28710 -0.1 -0.2 0.1 -0.28
C 0.22549 2.63592 -1.44504 0.0 -0.1 0.2 -0.76
C 0.32030 -0.12196 2.85535 0.1 0.0 0.1 0.83
C -0.15737 0.42571 4.03415 -0.1 -0.1 0.0 -0.57
C -0.45173 -0.42405 5.09285 0.0 0.0 0.0 -0.96
C -0.25405 -1.79084 4.96605 0.0 0.0 0.0 -0.80
C 0.22860 -2.32308 3.77749 0.0 -0.1 0.0 -0.42
C 0.52308 -1.49557 2.70302 0.0 0.0 -0.1 -1.17
P 1.14584 -2.11311 1.08126 0.2 -0.1 0.2 2.69
C 2.89489 -2.52243 1.35821 -0.1 0.0 0.1 0.65
C 3.54732 -2.27238 2.55986 0.0 0.0 0.0 -0.66
C 4.90343 -2.53693 2.68646 0.0 0.0 0.0 -0.76
C 5.61654 -3.05480 1.61583 0.0 0.0 0.0 -0.67
C 4.97239 -3.30075 0.41028 0.0 0.0 0.0 -0.85
C 3.62014 -3.02748 0.27942 0.0 0.0 -0.1 -0.33
C 0.26496 -3.69412 0.91684 0.0 0.0 0.1 0.33
C -1.12938 -3.64564 0.94145 0.0 0.0 0.0 -0.17
C -1.87581 -4.79785 0.76861 0.1 0.0 0.0 -0.60
C -1.23327 -6.01467 0.57063 0.0 0.0 0.0 -0.74
C 0.15097 -6.07324 0.56512 0.0 0.0 0.0 -0.69
C 0.90269 -4.91715 0.74230 0.0 0.0 -0.1 -0.80
H 2.42831 2.51993 2.95988 0.0 0.0 0.0 0.54
H 2.21244 4.89314 3.68196 0.0 0.0 0.0 0.45
H 0.21229 6.18877 3.00357 0.0 0.0 0.0 0.43
H -1.52758 5.15559 1.62679 0.0 0.0 0.0 0.39
H -2.34609 4.82323 -1.21263 0.0 0.0 0.0 0.40
H -4.10672 6.54414 -1.16594 0.0 0.0 0.0 0.43
H -5.91942 6.41930 0.50860 0.0 0.0 0.0 0.40
H -5.97355 4.55593 2.13251 0.0 0.0 0.0 0.43
H -4.22645 2.81935 2.07358 0.0 0.0 0.0 0.43
H -3.05589 1.53088 -1.75322 0.0 0.0 0.1 0.46
H -2.50843 0.88081 -3.98997 0.0 0.0 0.0 0.40
H -0.34027 0.78039 -4.89883 0.0 0.0 0.0 0.42
H 1.65961 1.47798 -3.87640 0.0 0.0 0.0 0.56
H 0.68319 3.14724 -0.59842 0.0 0.0 0.0 0.75
H -0.31233 1.49189 4.12737 0.0 0.0 0.0 0.53
H -0.83602 -0.01420 6.01697 0.0 0.0 0.0 0.44
H -0.48361 -2.44815 5.79375 0.0 0.0 0.0 0.45
H 0.36403 -3.39377 3.67947 0.0 0.0 0.0 0.54
H 3.00403 -1.85971 3.39968 0.0 0.0 0.0 0.36
H 5.40214 -2.33619 3.62513 0.0 0.0 0.0 0.43
H 6.67277 -3.26410 1.71911 0.0 0.0 0.0 0.40
H 5.52431 -3.70297 -0.42909 0.0 0.0 0.0 0.46
H 3.13075 -3.21010 -0.67214 0.0 0.0 0.0 0.52
H -1.63402 -2.70207 1.10648 0.0 0.1 0.0 0.30
H -2.95628 -4.74458 0.78493 0.0 0.0 0.0 0.45
H -1.81438 -6.91695 0.43257 0.0 0.0 0.0 0.41
H 0.65389 -7.02151 0.42886 0.0 0.0 0.0 0.45
H 1.98285 -4.97987 0.74593 0.0 0.0 0.0 0.46
O -1.00634 -0.75217 -0.69095 0.0 -0.2 -0.4 0.62
C -1.71568 -1.58069 -1.46879 0.2 0.4 0.5 1.37
C -3.08585 -1.66641 -1.21010 -0.2 -0.2 -0.1 -0.69
C -3.89138 -2.51915 -1.93930 0.0 0.1 0.1 -0.65
C -3.34387 -3.30983 -2.94649 0.1 0.0 0.0 -1.08
C -1.99405 -3.21020 -3.22086 -0.1 0.0 0.0 -0.76
C -1.16129 -2.34136 -2.50849 0.2 -0.1 -0.2 -0.14
C 0.24814 -2.20365 -2.88239 -0.4 0.0 0.1 -0.05
N 1.17062 -1.51031 -2.23903 0.3 -0.1 -0.4 1.11
C 2.33558 -1.60960 -2.98106 -0.1 0.0 0.1 -0.97
C 2.10812 -2.38044 -4.07251 0.0 0.0 -0.1 -1.05
N 0.78663 -2.74650 -4.00256 0.1 0.0 0.0 0.01
H -3.48497 -1.05592 -0.40998 0.0 0.0 0.0 0.47
H -4.94945 -2.57697 -1.71883 0.0 0.0 0.0 0.44
H -3.96251 -3.99266 -3.51097 0.0 0.0 0.0 0.43
H -1.58483 -3.83745 -4.00372 0.0 0.0 0.0 0.40
H 3.24677 -1.12987 -2.66591 0.0 0.0 0.0 0.55
H 2.75140 -2.69598 -4.87359 0.0 0.0 0.0 0.49
H 0.29289 -3.30606 -4.67377 0.0 0.0 0.0 0.17
N 4.02801 3.15790 -1.57549 -0.3 0.0 -0.1 -0.73
N 2.73829 2.80323 -1.94278 0.5 -0.2 0.2 1.65
N 2.06443 3.68282 -2.54934 -0.3 0.0 -0.1 -1.38
C 0.70297 3.19121 -2.79991 0.1 0.3 0.0 0.92
N 1.00055 1.38266 -1.80700 0.3 0.1 -0.1 0.64
N 2.40775 1.60232 -1.55466 -0.4 0.2 -0.1 -0.81
H 4.39492 3.76700 -2.29664 0.1 0.0 0.0 0.30
H 4.55030 2.30275 -1.42711 0.1 0.1 0.0 0.29
H 0.13692 3.93020 -3.35556 0.0 0.0 0.0 0.58
```
Forces are in eV/Å.

Properties
charge	+1
orbital gap (alpha / beta)	7.140 / 6.505	eV
largest force on an atom	0.66	eV/A
multiplicity	2
⟨S²⟩	0.759